one.
The following is a DFT calculation (ωB97M-V with the def2-TZVPD basis set) of a molecular structure, C32H27BrCl3KN3O5.

Output
lowest unoccupied orbital energy	1.8	eV
HOMO-LUMO gap	0.24450	Eh
total charge	-1

```
72
C32H27BrCl3KN3O5 ωB97M-V with the def2-TZVPD basis set
K -0.819 1.072 -0.829
Cl -8.406 0.817 1.360
C -6.793 0.470 0.779
C -5.908 1.506 0.532
C -4.642 1.217 0.071
Cl -3.548 2.550 -0.189
C -4.144 -0.102 -0.191
O -2.979 -0.343 -0.622
C -5.125 -1.097 0.108
Cl -4.698 -2.777 -0.133
C -6.401 -0.838 0.570
H -6.199 2.533 0.702
H -7.081 -1.655 0.765
Br 0.780 0.544 4.949
C 1.361 2.163 4.125
C 2.151 3.039 4.850
C 2.572 4.211 4.236
C 2.212 4.488 2.925
C 1.414 3.602 2.213
C 0.982 2.430 2.824
C 1.034 3.888 0.760
O 1.635 4.820 0.190
O 0.193 3.110 0.251
H 2.430 2.808 5.869
H 3.190 4.908 4.790
H 2.543 5.389 2.425
H 0.358 1.748 2.266
C -1.775 -1.699 2.272
O -1.343 -3.074 2.354
C -0.145 -3.293 1.716
C 1.051 -3.249 2.409
C 2.242 -3.507 1.745
C 2.228 -3.820 0.392
C 1.031 -3.872 -0.303
C -0.156 -3.596 0.356
N -1.420 -3.707 -0.258
C -1.811 -3.493 -1.510
C -1.251 -2.740 -2.528
C -1.859 -2.841 -3.822
C -1.493 -2.035 -4.846
C -0.500 -1.033 -4.616
C 0.082 -0.861 -3.405
C -0.281 -1.688 -2.267
O 0.158 -1.458 -1.125
H -1.072 -1.059 2.813
H -2.751 -1.654 2.749
H -1.863 -1.367 1.235
H 1.035 -2.995 3.462
H 3.179 -3.456 2.283
H 3.155 -4.016 -0.130
H 1.013 -4.107 -1.359
H -2.145 -4.004 0.382
H -2.764 -3.963 -1.731
H -2.635 -3.586 -3.962
H -1.962 -2.123 -5.817
H -0.219 -0.380 -5.435
H 0.814 -0.081 -3.233
C 4.490 4.193 -1.035
C 3.866 2.891 -1.410
C 4.400 1.626 -1.530
C 3.306 0.789 -1.828
N 2.182 1.492 -1.905
N 2.552 2.766 -1.661
C 3.328 -0.690 -2.050
H 5.573 4.128 -1.134
H 4.235 4.458 -0.009
H 4.124 5.001 -1.668
H 5.431 1.341 -1.401
H 1.850 3.476 -1.472
H 4.232 -1.120 -1.618
H 3.318 -0.935 -3.116
H 2.460 -1.158 -1.586
```

Electronic structure analysis, Mulliken charges in units of e: K 0.99; Cl -0.27; C 0.48; C -0.91; C 0.69; Cl -0.24; C -1.01; O -0.35; C 0.89; Cl -0.29; C -0.76; H 0.41; H 0.42; Br -0.26; C 0.06; C -0.39; C -0.51; C -0.51; C 0.23; C -0.31; C 0.22; O -0.80; O -0.61; H 0.39; H 0.37; H 0.43; H 0.68; C 0.00; O -0.62; C 0.56; C -0.43; C -0.62; C -0.65; C -0.17; C -0.36; N 0.17; C -1.10; C 0.96; C -0.74; C -0.75; C -0.59; C -0.12; C 0.70; O -0.78; H -0.12; H 0.27; H 0.09; H 0.50; H 0.39; H 0.43; H 0.43; H 0.48; H 0.44; H 0.36; H 0.37; H 0.44; H 0.39; C -1.18; C 0.72; C -1.18; C 0.76; N -0.36; N -0.04; C -0.60; H 0.36; H 0.13; H 0.31; H 0.34; H 0.33; H 0.36; H 0.26; H -0.14

---

two.
The following is a DFT calculation (ωB97M-V with the def2-TZVPD basis set) of a molecular structure, C32H27BrCl3KN3O5.

Output
lowest unoccupied orbital energy	1.6	eV
HOMO-LUMO gap	0.22310	Eh
total charge	-1

```
72
C32H27BrCl3KN3O5 ωB97M-V with the def2-TZVPD basis set
K -1.111 -0.515 0.752
Cl 4.933 0.004 5.398
C 3.754 0.018 4.126
C 2.401 0.041 4.427
C 1.502 0.050 3.386
Cl -0.193 0.053 3.711
C 1.850 0.041 2.002
O 0.999 0.058 1.085
C 3.264 0.012 1.797
Cl 3.809 -0.020 0.158
C 4.189 -0.001 2.812
H 2.056 0.041 5.450
H 5.244 -0.029 2.590
Br 1.289 -7.633 0.266
C 1.287 -5.736 0.024
C 2.502 -5.086 -0.075
C 2.502 -3.713 -0.265
C 1.308 -3.023 -0.372
C 0.097 -3.695 -0.264
C 0.083 -5.065 -0.050
C -1.198 -2.896 -0.252
O -1.701 -2.739 0.868
O -1.612 -2.433 -1.330
H 3.429 -5.637 -0.003
H 3.442 -3.183 -0.330
H 1.307 -1.954 -0.523
H -0.856 -5.587 0.058
C -0.907 3.608 4.211
O -2.011 3.765 3.348
C -2.830 2.684 3.135
C -3.013 1.622 4.003
C -3.930 0.627 3.691
C -4.671 0.687 2.525
C -4.479 1.731 1.636
C -3.548 2.718 1.926
N -3.311 3.804 1.090
C -3.277 3.886 -0.245
C -3.246 2.921 -1.233
C -3.395 3.390 -2.574
C -3.406 2.546 -3.632
C -3.268 1.148 -3.423
C -3.074 0.646 -2.182
C -2.977 1.494 -1.018
O -2.658 1.044 0.092
H -1.207 3.250 5.197
H -0.472 4.600 4.310
H -0.173 2.922 3.781
H -2.434 1.552 4.910
H -4.064 -0.193 4.379
H -5.386 -0.085 2.292
H -5.064 1.798 0.732
H -2.958 4.609 1.595
H -3.293 4.919 -0.590
H -3.519 4.457 -2.718
H -3.529 2.927 -4.635
H -3.321 0.498 -4.285
H -2.935 -0.410 -2.005
C -1.085 -1.562 -5.310
C -0.392 -0.587 -4.426
C 0.299 0.560 -4.758
C 0.728 1.095 -3.531
N 0.323 0.326 -2.536
N -0.342 -0.689 -3.083
C 1.538 2.324 -3.307
H -1.076 -1.192 -6.334
H -2.118 -1.703 -4.995
H -0.592 -2.534 -5.284
H 0.468 0.954 -5.740
H -0.749 -1.410 -2.479
H 2.319 2.405 -4.064
H 1.986 2.280 -2.319
H 0.906 3.211 -3.367
```

Electronic structure analysis, Mulliken charges in units of e: K 1.25; Cl -0.28; C 0.49; C -0.86; C 0.54; Cl -0.10; C -0.86; O -0.45; C 0.59; Cl -0.23; C -0.73; H 0.42; H 0.43; Br -0.26; C -0.06; C -0.38; C -0.88; C -0.02; C 1.00; C -0.37; C -0.31; O -0.77; O -0.79; H 0.41; H 0.41; H 0.30; H 0.52; C -0.63; O -0.49; C 1.33; C -0.78; C -0.69; C -0.91; C -0.10; C -0.13; N -0.07; C -0.50; C 1.00; C -0.95; C -0.97; C -0.20; C -0.72; C 0.90; O -0.78; H 0.31; H 0.26; H 0.19; H 0.32; H 0.39; H 0.38; H 0.55; H 0.32; H 0.32; H 0.29; H 0.38; H 0.37; H 0.47; C -1.43; C 0.52; C -0.81; C 0.55; N -0.59; N 0.92; C -1.33; H 0.36; H 0.30; H 0.34; H 0.43; H 0.07; H 0.36; H 0.26; H 0.22

---

Which of them is most stable, and which least? Most stable: one; least stable: two.

---

one.
The following is a DFT calculation (ωB97M-V with the def2-TZVPD basis set) of a molecular structure, C6H8NO.

Output
lowest unoccupied orbital energy	-5.3	eV
HOMO-LUMO gap	0.30501	Eh
total charge	+1

```
16
C6H8NO ωB97M-V with the def2-TZVPD basis set
C -1.542 -1.085 -0.271
C -1.766 0.280 0.095
C -0.343 -1.651 -0.111
C -0.819 1.212 0.075
C 1.390 1.866 -0.199
C 0.854 -0.855 0.338
N 0.488 0.930 -0.091
O 2.089 -1.214 -0.057
H -2.349 -1.828 -0.343
H -2.814 0.714 0.384
H -0.087 -2.655 -0.242
H -1.213 2.201 -0.014
H 2.375 1.729 -0.042
H 1.038 2.893 -0.122
H 0.741 -0.688 1.352
H 1.959 -1.849 -0.750
```

Electronic structure analysis, natural (NBO) charges in units of e: C -0.18; C -0.16; C -0.23; C -0.06; C 0.08; C 0.35; N -0.31; O -0.61; H 0.26; H 0.27; H 0.24; H 0.23; H 0.22; H 0.21; H 0.20; H 0.50

---

two.
The following is a DFT calculation (ωB97M-V with the def2-TZVPD basis set) of 2 unconnected molecules or ions with the total composition C6H8NO.

Output
lowest unoccupied orbital energy (alpha / beta)	-6.0 / -4.4	eV
HOMO-LUMO gap (alpha / beta)	0.22499 / 0.27550	Eh
total charge	+1

```
16
C6H8NO ωB97M-V with the def2-TZVPD basis set
C -3.358 -0.474 0.103
C -2.090 -1.132 -0.022
C -3.134 0.873 0.059
C -1.286 -0.075 -0.203
C 2.946 0.501 0.656
C 1.878 -0.396 0.255
N 2.700 0.229 -0.774
O -1.812 1.114 -0.102
H -4.294 -0.985 0.201
H -1.878 -2.178 -0.037
H -3.792 1.718 0.106
H 2.707 1.501 0.992
H 3.879 0.116 1.057
H 1.871 -1.467 0.357
H 2.279 0.964 -1.340
H 3.385 -0.310 -1.306
```

Electronic structure analysis, natural (NBO) charges in units of e: C -0.28; C -0.42; C 0.08; C 0.40; C -0.28; C 0.11; N -0.57; O -0.44; H 0.25; H 0.25; H 0.22; H 0.27; H 0.26; H 0.23; H 0.46; H 0.45

---

Which of them is most stable, and which least? Most stable: one; least stable: two.